The following is a quantum chemistry calculation of a 2-piece molecular cluster, C8H13N3O overall in a non-equilibrium geometry, from OMol25.

Output
- orbital gap (eV) = 8.06
- strongest force on any atom (eV/A) = 3.89
- E_HOMO (eV) = -8.9
- energy relative to the best compared isomer or geometry (same formula, charge and spin) (kcal/mol) = 111.7
- 2S+1 = 1
- E_LUMO (Eh) = -0.030
- net charge = 0
- calculated total energy (Eh) = -551.98165

Atoms and positions in Å:
1 O 0.315 1.012 1.332
2 N 1.186 -2.435 -0.615
3 N 0.488 0.719 -0.851
4 N 3.410 0.415 1.038
5 C 1.009 -3.074 0.505
6 C -2.500 1.305 1.488
7 C 1.754 0.473 -0.877
8 C 2.552 -2.476 -1.163
9 C -0.283 0.951 0.282
10 C -2.094 2.384 -0.719
11 C 2.571 0.468 0.234
12 C -1.756 1.205 0.165
13 H 2.402 -3.162 -1.924
14 H -2.346 0.361 -0.296
15 H 3.272 -2.770 -0.328
16 H 0.138 -3.138 1.134
17 H -0.017 0.579 -1.649
18 H -3.521 1.355 1.218
19 H -2.263 0.411 2.141
20 H -1.633 2.301 -1.717
21 H 2.803 -1.517 -1.477
22 H -2.347 2.237 2.081
23 H 1.761 -3.484 1.169
24 H -1.700 3.413 -0.275
25 H -3.198 2.468 -0.896